Molecular formula: C6H16
Method: DFT, wB97M-V/def2-TZVPD

Cartesian coordinates (Å):
C 1.1601 1.0555 -0.3653
C 1.2535 -0.4917 -0.3969
C 2.4219 1.9109 -0.4588
C 0.1120 1.6328 -1.3084
H 0.8186 1.3056 0.6522
H 1.8267 -0.6690 -1.3104
H 0.2587 -0.9010 -0.5418
H 3.1078 1.5011 -1.3296
H 2.1558 2.9422 -0.6581
H 3.0416 1.8021 0.4463
H -0.8483 1.4269 -0.9023
H 0.2718 2.7175 -1.4793
H 0.1647 1.2406 -2.3226
H 1.6623 -1.0676 0.4423
C -2.0380 -1.5313 1.8494
C -2.3227 -2.1742 0.5074
H -2.5362 -0.5531 1.9194
H -2.3850 -2.0907 2.7187
H -1.0035 -1.2473 2.0264
H -1.7386 -2.9897 0.1317
H -1.9996 -1.3966 -0.1783
H -3.3835 -2.4232 0.5579

As for the largest force on an atom: 3.5 eV Å⁻¹. As for the structure (SMILES): CC(C)C.CC. The total energy is -6480.7218 eV. As for the energy relative to the best compared isomer or geometry (same formula, charge and spin): 0.936 eV. The calculation puts the LUMO energy at 1.1 eV.